[1]
DFT (ωB97M-V/def2-TZVPD) results for a structure of composition C30H41IN6O3P2Ti in a non-equilibrium geometry.

Last column: Löwdin charge in e.
Element x y z (Å)
1 Ti 0.51030 0.32040 0.22180  0.7084
2 C 2.87230 -3.62100 -1.87680  -0.0966
3 N 1.45750 -3.75850 -2.14410  -0.2920
4 C 1.15130 -4.68120 -3.21340  -0.1015
5 P 0.47330 -2.42770 -1.91190  0.5191
6 O 0.97700 -1.61260 -0.79510  -0.3457
7 O 0.55750 -1.64090 -3.33940  -0.2604
8 P 0.38580 0.00010 -3.45500  0.5336
9 O 0.18850 0.60110 -2.14000  -0.3502
10 N 1.80610 0.51250 -4.15550  -0.2872
11 C 2.07730 0.48480 -5.57150  -0.0983
12 C 2.98310 0.46650 -3.31360  -0.0891
13 N -0.88120 0.11990 -4.49890  -0.2939
14 C -0.99460 -0.65570 -5.71150  -0.1153
15 C -1.79890 1.22910 -4.36190  -0.0799
16 N -1.06780 -2.99300 -1.83590  -0.3180
17 C -1.50290 -3.60240 -0.59490  -0.1259
18 C -2.05530 -2.92610 -2.89180  -0.1043
19 H 3.26120 -4.57640 -1.51650  0.0905
20 H 3.00150 -2.86380 -1.10620  0.0631
21 H 3.43320 -3.32890 -2.77350  0.0856
22 H 1.52310 -5.67290 -2.94610  0.0900
23 H 1.61490 -4.37610 -4.15850  0.0867
24 H 0.07380 -4.73020 -3.34400  0.0734
25 H 1.16920 0.71360 -6.12010  0.0650
26 H 2.46710 -0.48120 -5.91260  0.0915
27 H 2.81420 1.25850 -5.79470  0.0913
28 H 2.66540 0.44910 -2.27110  0.0545
29 H 3.58180 1.36640 -3.47290  0.0959
30 H 3.60090 -0.41540 -3.52250  0.0911
31 H -0.20980 -1.40900 -5.73420  0.0791
32 H -0.91440 -0.02720 -6.60570  0.0861
33 H -1.96830 -1.15200 -5.73650  0.0889
34 H -1.63180 1.68420 -3.38940  0.0711
35 H -2.82760 0.86920 -4.41100  0.0932
36 H -1.64810 1.97540 -5.14770  0.0890
37 H -0.80500 -3.32980 0.19550  0.0613
38 H -1.53730 -4.69310 -0.68860  0.0887
39 H -2.49240 -3.23110 -0.32360  0.0566
40 H -1.55810 -2.79020 -3.84940  0.0604
41 H -2.74950 -2.09740 -2.72130  0.0674
42 H -2.62360 -3.85890 -2.91060  0.0914
43 I -2.19070 -0.10920 -0.04370  0.3799
44 C 0.09130 1.13810 2.13570  -0.2259
45 C -0.10400 2.23400 2.92960  -0.0949
46 C -0.07740 2.09140 4.33490  -0.0871
47 C 0.17460 0.87880 4.91730  -0.0456
48 C 0.41110 -0.26680 4.12930  -0.1840
49 C 0.76690 -1.53240 4.63350  -0.0479
50 C 1.04820 -2.57220 3.79090  -0.0877
51 C 0.93680 -2.42660 2.39010  -0.1293
52 C 0.56870 -1.22070 1.86370  -0.1929
53 C 0.32810 -0.12720 2.71540  -0.2977
54 H -0.27670 3.21580 2.50050  0.0937
55 H -0.24960 2.96190 4.95450  0.0958
56 H 0.21890 0.77220 5.99350  0.1050
57 H 0.83960 -1.65940 5.70500  0.1035
58 H 1.36440 -3.52440 4.19650  0.0940
59 H 1.18240 -3.27690 1.75890  0.0872
60 C 3.45060 -0.52660 0.83190  -0.1707
61 N 2.48260 0.45420 0.40370  -0.1096
62 C 2.93970 1.65260 0.07210  -0.0394
63 C 1.99200 2.62550 -0.28270  -0.3077
64 C 2.05940 3.94680 -0.75760  -0.0229
65 C 0.74400 4.35610 -0.94950  -0.0768
66 C -0.07540 3.28950 -0.58540  -0.1270
67 N 0.67100 2.24920 -0.18950  -0.1079
68 C 4.13090 -0.20300 2.14480  -0.1960
69 C 5.33340 -0.82790 2.45420  -0.0493
70 C 5.98640 -0.55250 3.64110  -0.0909
71 C 5.44100 0.35440 4.53300  -0.0952
72 C 4.23980 0.97210 4.23610  -0.0652
73 C 3.58450 0.69710 3.04860  -0.0207
74 H 4.23480 -0.64820 0.06440  0.1276
75 H 2.93190 -1.48790 0.94610  0.0988
76 H 4.01010 1.86720 0.06190  0.1555
77 H 2.95420 4.51690 -0.93150  0.1000
78 H 0.40810 5.30600 -1.32090  0.0906
79 H -1.15610 3.24610 -0.58200  0.1112
80 H 5.76550 -1.52550 1.74880  0.1094
81 H 6.92930 -1.02670 3.86980  0.0990
82 H 5.96030 0.58920 5.44950  0.0983
83 H 3.81960 1.68350 4.93080  0.1055
84 H 2.65730 1.20270 2.81620  0.1023

Calculated values
- Spin multiplicity: 1
- Charge: 0
- E_LUMO: -0.314 eV
- F_max: 4.014 eV/Å
- HOMO: -6.89 eV
- HOMO-LUMO gap: 0.2416 Eh


[2]
DFT (ωB97M-V/def2-TZVPD) results for a cluster of 3 separate species, H5O2S in total in a non-equilibrium geometry.

Last column: Löwdin charge in e.
Element x y z (Å)
1 S 1.15327 1.50925 -2.64621  -0.4610
2 H 1.50819 2.46401 -3.55483  -0.5025
3 H -1.60727 -2.12535 -3.04873  0.0271
4 H -1.97793 -0.59369 -3.35822  0.0270
5 O -1.96490 -1.50019 -3.69014  -0.0906
6 H 1.01894 0.85552 5.23576  0.0317
7 H 1.23780 -0.67751 5.42837  0.0477
8 O 0.63189 0.06796 5.63400  -0.0794

Calculated values
- Spin multiplicity: 1
- Charge: -1
- E_LUMO: 2.800 eV
- F_max: 1.087 eV/Å
- Energy above the lowest of the compared OMol25 structures with the same formula, charge and spin: 1.0049 eV
- HOMO: -2.46 eV
- HOMO-LUMO gap: 0.1931 Eh


[3]
DFT (ωB97M-V/def2-TZVPD) results for a cluster of 2 separate species, Cl2H2NOP in total in a non-equilibrium geometry.

Last column: Löwdin charge in e.
Element x y z (Å)
1 N 0.06957 1.77864 -0.69391  0.0787
2 O -1.73595 -1.65270 0.07353  -0.4457
3 P -0.44182 -1.05294 0.27850  -0.0054
4 Cl 1.01432 -1.98541 -0.89485  0.1971
5 Cl 0.08793 -1.01163 2.22003  0.2625
6 H 0.08246 2.47085 0.05948  -0.0152
7 H 0.92349 1.45319 -1.04279  -0.0719

Calculated values
- Spin multiplicity: 1
- Charge: 0
- E_LUMO (spin up / spin down): -2.414 / -1.294 eV
- F_max: 3.050 eV/Å
- Energy above the lowest of the compared OMol25 structures with the same formula, charge and spin: 3.2677 eV
- HOMO (spin up / spin down): -11.68 / -9.56 eV
- HOMO-LUMO gap (spin up / spin down): 0.3407 / 0.3039 Eh


[4]
DFT (ωB97M-V/def2-TZVPD) results for an isolated molecule of C5H8O.

Last column: Löwdin charge in e.
Element x y z (Å)
1 C -1.32307 -0.15259 -0.56906  -0.1977
2 C -0.83374 0.75001 0.55969  -0.1260
3 C 0.61687 0.37541 0.65724  -0.2501
4 C 1.44948 0.06435 -0.55758  -0.0370
5 C 0.66409 -1.02891 0.18087  -0.2601
6 O -0.57284 -1.35619 -0.42168  -0.0949
7 H -1.14872 0.26988 -1.56631  0.1154
8 H -2.38459 -0.38871 -0.48394  0.1205
9 H -1.04564 1.81552 0.43177  0.1182
10 H -1.26790 0.35487 1.48434  0.1216
11 H 1.18462 0.64053 1.54167  0.1383
12 H 1.10397 0.24580 -1.57397  0.1036
13 H 2.51139 0.27946 -0.44136  0.0997
14 H 1.04609 -1.86944 0.75830  0.1486

Calculated values
- Spin multiplicity: 1
- Charge: 0
- E_LUMO: 1.135 eV
- F_max: 0.630 eV/Å
- Energy above the lowest of the compared OMol25 structures with the same formula, charge and spin: 1.6078 eV
- HOMO: -9.11 eV
- HOMO-LUMO gap: 0.3765 Eh
- SMILES string: C1C[C@@H]2C[C@@H]2O1


Number 1 is which compound? C30H41IN6O3P2Ti


Among the records above, which one has the lowest charge? H5O2S